{"formula": "C6H16N2Si", "method": "ωB97M-V/def2-TZVPD", "symbols": ["C", "C", "C", "C", "C", "C", "N", "N", "Si", "H", "H", "H", "H", "H", "H", "H", "H", "H", "H", "H", "H", "H", "H", "H", "H"], "coordinates": [[-2.3892, -1.9873, -0.1408], [-1.1173, -2.0805, -0.5382], [2.4925, -1.4680, 0.6896], [-1.9179, 2.2488, -0.2505], [-0.4650, 1.5083, 1.4204], [2.2651, -0.9909, -0.7618], [1.4985, 0.2313, -0.7774], [-0.6521, 1.5281, 0.0061], [-0.0846, 0.4667, -1.1553], [-2.8797, -2.8634, 0.4435], [-2.8354, -0.9835, -0.0090], [-0.3292, -2.7547, -0.5575], [1.5323, -1.7368, 1.0112], [3.1047, -2.3746, 0.7197], [2.8743, -0.5018, 1.2133], [-1.8186, 2.7085, -1.2819], [-2.8004, 1.6062, -0.2793], [-2.0540, 3.0450, 0.4722], [0.1060, 2.4968, 1.5966], [-1.3464, 1.5976, 2.0351], [0.1572, 0.5993, 1.7105], [3.1747, -0.9551, -1.2575], [1.8076, -1.6747, -1.3463], [2.0369, 1.0364, -0.5473], [-0.3602, 1.2981, -2.4151]], "lowdin_charge": [-0.112, -0.049, -0.079, -0.157, -0.161, -0.342, -0.160, -0.377, 0.499, 0.080, 0.030, 0.003, 0.022, 0.070, 0.110, 0.073, 0.065, 0.071, 0.109, 0.064, 0.086, 0.082, 0.051, 0.079, -0.058], "relative_energy_ev": 1.367, "lumo_ev": [1.005, -1.194], "gap_ha": [0.2303, 0.2773], "multiplicity": 3, "mol_weight_g_mol": 144.29}

---

{"formula": "C4H29N2O8S2", "method": "ωB97M-V/def2-TZVPD", "symbols": ["S", "S", "C", "C", "C", "N", "C", "N", "H", "H", "H", "H", "H", "H", "H", "H", "H", "H", "H", "H", "H", "H", "H", "O", "H", "H", "O", "H", "H", "O", "H", "H", "O", "H", "H", "O", "H", "H", "O", "H", "H", "O", "H", "H", "O"], "coordinates": [[-4.2749, -0.4985, -1.1726], [-2.9009, -1.1582, -2.5614], [-1.8126, -2.3286, -1.7266], [-0.3732, -1.8047, -1.6729], [0.6288, -2.7295, -0.9831], [0.6134, -2.6730, 0.5001], [0.1418, -3.9788, 1.0711], [-0.3870, -0.4926, -0.9447], [-5.1658, -1.5052, -1.1668], [-2.1087, -2.5352, -0.6965], [-1.8843, -3.2753, -2.2529], [-0.0406, -1.5484, -2.6752], [1.6350, -2.5231, -1.3330], [0.4894, -3.7543, -1.3452], [1.5622, -2.5260, 0.8346], [0.1697, -3.8462, 2.1527], [-0.9026, -4.0033, 0.8055], [0.7561, -4.8488, 0.8786], [0.1894, 0.2968, -1.3242], [0.1524, -0.5952, -0.0989], [-1.3519, -0.2083, -0.8347], [0.9573, 2.1351, 0.4338], [2.2112, 1.4618, -0.1410], [1.3513, 1.2727, 0.2423], [2.8922, 3.7888, -1.5791], [1.4574, 3.9035, -0.8376], [1.9898, 3.4579, -1.5272], [0.4760, 5.0049, 0.9607], [-0.3962, 5.0162, -0.2729], [0.2756, 4.4808, 0.1768], [1.7983, -0.0778, 3.4557], [1.0855, 0.3717, 2.1310], [1.0331, 0.3796, 3.0984], [-0.7884, -1.6895, 1.3477], [-1.6563, -0.9084, 2.3485], [-1.3166, -0.8628, 1.4494], [-1.3400, 1.2495, 0.8895], [-1.6029, 2.6653, 0.8921], [-1.3399, 1.9920, 0.2494], [2.3191, 0.7928, -2.2993], [1.4893, 1.9655, -2.5263], [1.3971, 0.9961, -2.4971], [1.3014, 2.6262, 2.3757], [0.5742, 3.1736, 3.5589], [0.6959, 3.3410, 2.6167]], "lowdin_charge": [0.357, 0.502, -0.506, -0.330, -0.158, -0.128, -0.075, 0.150, -0.182, 0.075, 0.084, 0.143, 0.125, 0.129, 0.117, 0.086, 0.078, 0.088, 0.108, 0.080, 0.064, 0.019, 0.057, -0.061, 0.070, -0.001, -0.064, 0.069, 0.093, -0.043, 0.048, -0.008, -0.057, 0.016, 0.072, -0.079, 0.025, 0.054, -0.061, 0.058, 0.032, -0.060, 0.012, 0.057, -0.053], "relative_energy_ev": 1.009, "lumo_ev": -2.507, "gap_ha": 0.3491, "charge": 1, "multiplicity": 1, "mol_weight_g_mol": 297.42}

---

Question: What is the formula in the first record?
Answer: C6H16N2Si

---

Repeat the second record exactly.
{"formula": "C4H29N2O8S2", "method": "ωB97M-V/def2-TZVPD", "symbols": ["S", "S", "C", "C", "C", "N", "C", "N", "H", "H", "H", "H", "H", "H", "H", "H", "H", "H", "H", "H", "H", "H", "H", "O", "H", "H", "O", "H", "H", "O", "H", "H", "O", "H", "H", "O", "H", "H", "O", "H", "H", "O", "H", "H", "O"], "coordinates": [[-4.2749, -0.4985, -1.1726], [-2.9009, -1.1582, -2.5614], [-1.8126, -2.3286, -1.7266], [-0.3732, -1.8047, -1.6729], [0.6288, -2.7295, -0.9831], [0.6134, -2.6730, 0.5001], [0.1418, -3.9788, 1.0711], [-0.3870, -0.4926, -0.9447], [-5.1658, -1.5052, -1.1668], [-2.1087, -2.5352, -0.6965], [-1.8843, -3.2753, -2.2529], [-0.0406, -1.5484, -2.6752], [1.6350, -2.5231, -1.3330], [0.4894, -3.7543, -1.3452], [1.5622, -2.5260, 0.8346], [0.1697, -3.8462, 2.1527], [-0.9026, -4.0033, 0.8055], [0.7561, -4.8488, 0.8786], [0.1894, 0.2968, -1.3242], [0.1524, -0.5952, -0.0989], [-1.3519, -0.2083, -0.8347], [0.9573, 2.1351, 0.4338], [2.2112, 1.4618, -0.1410], [1.3513, 1.2727, 0.2423], [2.8922, 3.7888, -1.5791], [1.4574, 3.9035, -0.8376], [1.9898, 3.4579, -1.5272], [0.4760, 5.0049, 0.9607], [-0.3962, 5.0162, -0.2729], [0.2756, 4.4808, 0.1768], [1.7983, -0.0778, 3.4557], [1.0855, 0.3717, 2.1310], [1.0331, 0.3796, 3.0984], [-0.7884, -1.6895, 1.3477], [-1.6563, -0.9084, 2.3485], [-1.3166, -0.8628, 1.4494], [-1.3400, 1.2495, 0.8895], [-1.6029, 2.6653, 0.8921], [-1.3399, 1.9920, 0.2494], [2.3191, 0.7928, -2.2993], [1.4893, 1.9655, -2.5263], [1.3971, 0.9961, -2.4971], [1.3014, 2.6262, 2.3757], [0.5742, 3.1736, 3.5589], [0.6959, 3.3410, 2.6167]], "lowdin_charge": [0.357, 0.502, -0.506, -0.330, -0.158, -0.128, -0.075, 0.150, -0.182, 0.075, 0.084, 0.143, 0.125, 0.129, 0.117, 0.086, 0.078, 0.088, 0.108, 0.080, 0.064, 0.019, 0.057, -0.061, 0.070, -0.001, -0.064, 0.069, 0.093, -0.043, 0.048, -0.008, -0.057, 0.016, 0.072, -0.079, 0.025, 0.054, -0.061, 0.058, 0.032, -0.060, 0.012, 0.057, -0.053], "relative_energy_ev": 1.009, "lumo_ev": -2.507, "gap_ha": 0.3491, "charge": 1, "multiplicity": 1, "mol_weight_g_mol": 297.42}